(1)
The following is a DFT calculation (ωB97M-V with the def2-TZVPD basis set) of C52H59AsBN11O5PTl as an isolated structure.

The gap between HOMO and LUMO (alpha / beta) is 5.4 / 5.7 eV. Its strongest force on any atom is 3.9 eV Å⁻¹.

Structure (ORCA input):
```
! RIJCOSX wB97M-V def2-TZVPD def2/J DEFGRID3
* xyz -1 2
Tl -0.7371 1.6219 -0.4246
C -5.5937 3.0775 0.4585
C -4.9056 1.8673 0.1548
N -3.7525 1.7594 0.8807
N -3.7729 2.8196 1.7831
C -4.8489 3.6695 1.5034
B -2.6649 3.1873 2.7564
N -1.8600 1.9523 3.1555
C -1.6022 1.4840 4.4379
C -0.6544 0.4595 4.3461
C -0.3665 0.3277 2.9499
N -1.0789 1.2033 2.2130
N -1.6886 4.2060 2.1151
C -0.7346 4.9978 2.7941
C -0.0073 5.7076 1.8179
C -0.5239 5.2774 0.5461
N -1.5185 4.3470 0.7227
N -3.2869 3.8097 4.0115
C -4.2787 3.2457 4.7949
C -4.2860 3.8988 6.0774
C -3.2294 4.8246 5.9719
N -2.6343 4.7797 4.7566
H -6.5041 3.4722 0.0289
H -5.1253 1.0418 -0.5319
H -4.9766 4.6078 2.0242
H -2.0799 1.8927 5.3279
H -0.2051 -0.0580 5.1702
H 0.3599 -0.3446 2.4716
H -0.6780 4.9680 3.8752
H 0.8283 6.3856 1.9829
H -0.2963 5.5827 -0.4799
H -4.8690 2.4274 4.4247
H -4.9362 3.7515 6.9420
H -2.8458 5.5667 6.6705
O 1.9148 3.3255 1.8647
H 0.7652 0.0680 -1.0752
H 1.0484 3.7518 1.8608
O -3.0682 3.8465 -1.7966
H -2.3915 4.0786 -2.4717
H -2.5451 3.8501 -0.9446
O -0.8659 2.2338 -4.0199
H -1.7006 1.6934 -3.8581
H -0.9233 2.4073 -4.9965
O -3.1897 1.2368 -2.8238
H -3.2315 2.1065 -2.3535
H -2.8226 0.6430 -2.1594
C 0.8516 -0.7761 -0.3490
H 1.1591 -0.4686 0.6633
H 1.5574 -1.4652 -0.7763
C -0.0560 -3.1667 0.2126
C 1.3082 -3.4121 -0.4414
As 2.1137 -5.1935 -0.5444
C 1.3600 -5.7747 1.1706
C 2.1301 -5.5868 2.3032
C 1.6233 -5.8546 3.5783
C 0.3180 -6.2714 3.7204
C -0.4199 -6.5739 2.5911
C 0.0791 -6.3136 1.3265
C 0.8576 -6.0074 -1.8116
C 0.6090 -7.3694 -1.7077
C -0.2324 -8.0186 -2.6161
C -0.7701 -7.3298 -3.6868
C -0.5310 -5.9659 -3.8053
C 0.2912 -5.3025 -2.8712
P -0.7876 -1.5110 -0.2691
C -2.4591 -1.7076 0.5911
C -2.4720 -2.2166 1.9008
C -3.6782 -2.3996 2.5817
C -4.9110 -2.1891 1.9700
C -4.9088 -1.6682 0.6952
C -3.7204 -1.4098 0.0078
C -1.1655 -1.7715 -2.0513
C -0.4999 -1.0179 -3.0392
C -0.7732 -1.2420 -4.3851
C -1.6574 -2.2531 -4.7857
C -2.3615 -2.9343 -3.8090
C -2.1441 -2.7117 -2.4589
H 0.1012 -3.1935 1.3211
H -0.7710 -3.9625 -0.0706
H 2.0873 -2.8499 0.1056
H 1.3264 -3.0875 -1.5011
H 3.1552 -5.2204 2.1982
H 2.2723 -5.7254 4.4436
H -0.0946 -6.3382 4.7178
H -1.4150 -7.0191 2.6721
H -0.5840 -6.4099 0.4639
H 1.0185 -7.9263 -0.8617
H -0.4645 -9.0761 -2.5045
H -1.3616 -7.8421 -4.4598
H -0.8883 -5.4142 -4.6436
H 0.4244 -4.2340 -2.9551
H -1.5701 -2.3722 2.4672
H -3.5937 -2.7027 3.6083
H -5.8498 -2.3624 2.4814
H -5.8396 -1.4102 0.1987
H -3.7720 -1.0184 -1.0177
H 0.1615 -0.2023 -2.7763
H -0.2649 -0.6321 -5.1332
H -1.7739 -2.4897 -5.8370
H -3.1336 -3.6425 -4.0592
H -2.6865 -3.2447 -1.7109
C 6.0604 -0.9621 -2.9635
C 6.1762 0.3106 -2.1850
C 7.0457 1.3474 -2.5881
C 7.0629 2.5619 -1.9114
C 6.2395 2.7767 -0.7964
N 6.3799 3.9762 -0.1014
C 5.4007 4.6240 0.6956
O 5.7539 5.3035 1.6586
N 4.0824 4.4278 0.3749
C 3.4502 4.0895 -0.8379
C 3.7718 4.5799 -2.1285
C 2.8568 4.3704 -3.1571
C 1.7745 3.5338 -2.9300
N 1.5977 2.9801 -1.6980
C 2.2652 3.3216 -0.6410
C 5.3751 1.7381 -0.3876
C 5.3563 0.5217 -1.0645
H 6.8973 -1.0610 -3.6634
H 5.1025 -0.9600 -3.5149
H 6.0008 -1.8300 -2.2838
H 7.6531 1.1810 -3.4775
H 7.7377 3.3403 -2.1872
H 7.3276 4.2833 0.0541
H 3.4638 4.5518 1.1769
H 4.6838 5.1693 -2.2768
H 2.9880 4.8540 -4.1200
H 1.0605 3.2816 -3.7367
H 2.1045 3.3302 0.8972
H 4.7866 1.8569 0.5184
H 4.7147 -0.2974 -0.7317
*
```

These are the Mulliken partial charges, in e, on atoms 1 to 99: 2.034 -1.344 -0.214 0.004 0.592 -0.464 0.374 0.338 -0.063 -1.935 -0.382 0.876 0.116 0.194 -1.387 -0.175 -0.038 0.281 -0.421 -0.866 -0.300 -0.844 0.394 0.314 0.476 0.357 0.492 0.294 0.437 0.283 0.305 0.467 0.386 0.436 -1.081 -0.579 0.419 -0.708 0.382 0.442 -0.453 0.306 0.232 -0.857 0.481 0.031 -2.199 0.438 0.820 -0.085 -2.191 0.146 0.056 -0.337 -0.578 -0.487 -0.740 0.246 0.289 -0.420 -0.519 -0.624 -0.584 -0.151 1.844 0.723 -0.591 -0.745 -0.945 -0.569 -0.599 1.063 -0.760 -0.561 -0.861 -1.097 -0.384 0.585 0.378 0.401 0.696 0.345 0.382 0.402 0.360 0.303 0.431 0.368 0.350 0.480 0.278 0.249 0.458 0.388 0.400 0.544 0.356 0.438 0.456

(2)
The following is a DFT calculation (ωB97M-V with the def2-TZVPD basis set) of a 11-piece molecular cluster, C52H59F12N3O8 overall.

The gap between HOMO and LUMO is 8.2 eV. Its strongest force on any atom is 6.2 eV Å⁻¹. As for the SMILES: CCOC(=O)C(F)(F)F.CCOC(=O)C(F)(F)F.CCOC(=O)C(F)(F)F.CCOC(=O)C(F)(F)F.c1cc[nH]c1.c1cc[nH]c1.c1cc[nH]c1.c1ccccc1.c1ccccc1.c1ccccc1.c1ccccc1.

Structure (ORCA input):
```
! RIJCOSX wB97M-V def2-TZVPD def2/J DEFGRID3
* xyz 0 1
C 5.4326 -5.7840 0.1673
C 5.8483 -7.2100 -0.0450
O 6.0861 -7.7606 1.2633
C 7.3024 -7.5220 1.9580
O 8.1740 -6.8329 1.5026
C 7.2967 -8.2073 3.3572
F 7.6845 -7.2901 4.2522
F 6.1392 -8.8081 3.6667
F 8.2051 -9.1090 3.2585
H 6.0683 -5.1686 0.8038
H 4.3851 -5.6954 0.4556
H 5.3571 -5.2613 -0.7862
H 6.7781 -7.3065 -0.6055
H 5.1211 -7.7399 -0.6602
C -7.6128 -2.0100 -4.3956
C -6.4942 -1.4875 -5.3181
O -7.0233 -0.2634 -5.7086
C -6.1724 0.6471 -6.3856
O -4.9234 0.4512 -6.5852
C -6.8298 2.0168 -6.5629
F -5.9283 2.9315 -6.1747
F -7.1037 2.2391 -7.8613
F -7.9031 2.0709 -5.8321
H -8.6180 -2.0861 -4.8102
H -7.8034 -1.4169 -3.5012
H -7.3610 -3.0433 -4.1568
H -6.1919 -2.2205 -6.0661
H -5.6189 -1.3880 -4.6762
C -1.5090 4.5819 12.4010
C -1.5989 3.1623 11.7745
O -1.9599 2.9986 10.3706
C -1.1318 3.3144 9.4411
O -0.0368 3.8046 9.5308
C -1.6916 3.1074 8.0578
F -0.8505 2.3825 7.3201
F -2.9147 2.5907 8.0849
F -1.7339 4.3651 7.5046
H -2.4295 5.1654 12.4215
H -0.6491 5.0809 11.9541
H -1.1222 4.4857 13.4154
H -2.2612 2.6042 12.4363
H -0.6727 2.6462 12.0274
C 5.2057 8.2580 -7.2624
C 6.4960 7.4314 -7.0487
O 6.1268 6.5669 -5.9944
C 7.0156 5.7780 -5.4787
O 8.2551 5.8664 -5.6399
C 6.3818 4.7734 -4.4171
F 5.1293 4.4987 -4.7610
F 7.0394 3.6289 -4.6256
F 6.3743 5.1198 -3.1366
H 4.8249 8.7500 -6.3673
H 4.5193 7.5558 -7.7355
H 5.4754 9.0504 -7.9606
H 7.3434 8.0578 -6.7703
H 6.7960 6.8374 -7.9120
C -5.8232 5.4786 0.7715
C -5.8694 5.0682 -0.5278
C -4.7400 5.5194 -1.1138
N -3.8786 5.9784 -0.1567
C -4.5430 5.9893 1.0438
H -6.6249 5.5301 1.4934
H -6.7527 4.6376 -0.9758
H -4.4053 5.5286 -2.1406
H -2.9230 6.2709 -0.3028
H -4.0500 6.3808 1.9213
C -7.0454 -1.9407 3.4612
C -7.6625 -0.9437 4.3707
C -7.6529 0.2764 3.7092
N -7.0303 0.1109 2.4977
C -6.6610 -1.2465 2.3455
H -6.7829 -2.9772 3.6136
H -8.0831 -1.1832 5.3362
H -7.9963 1.2547 4.0113
H -6.9490 0.8367 1.8000
H -6.1371 -1.6531 1.4931
C 0.6661 7.6016 -3.3404
C 1.0129 8.2992 -2.1547
C 1.1081 7.2854 -1.1266
N 1.1403 6.0501 -1.7529
C 0.7112 6.2311 -3.0474
H 0.3373 8.0643 -4.2592
H 0.8997 9.3287 -1.8485
H 1.2985 7.3209 -0.0641
H 1.1043 5.1984 -1.2112
H 0.3097 5.3936 -3.5986
C -0.1192 0.5989 -2.0289
C -1.0086 0.8680 -1.0093
C -0.5158 0.8727 0.3063
C 0.7557 0.4746 0.5628
C 1.7075 0.2590 -0.4163
C 1.2740 0.3941 -1.7745
H -0.3320 0.6257 -3.0874
H -2.0638 1.0549 -1.1436
H -1.2222 0.9620 1.1183
H 1.1354 0.3839 1.5697
H 2.7001 -0.0884 -0.1702
H 1.9756 0.1688 -2.5641
C -3.0209 -6.6590 -2.6131
C -2.7929 -5.4976 -1.8470
C -2.8963 -5.5572 -0.4763
C -3.2955 -6.7574 0.1272
C -3.3770 -7.8862 -0.6321
C -3.3209 -7.8160 -1.9977
H -2.9488 -6.6720 -3.6906
H -2.4758 -4.5938 -2.3461
H -2.7590 -4.5820 -0.0330
H -3.4096 -6.7915 1.2006
H -3.4905 -8.8764 -0.2164
H -3.4534 -8.7304 -2.5570
C 4.4940 -5.9775 -6.1399
C 3.3166 -5.2557 -5.8920
C 3.3489 -3.8780 -5.9646
C 4.5571 -3.1939 -6.2933
C 5.7200 -3.9229 -6.4994
C 5.6965 -5.3063 -6.4579
H 4.5237 -7.0497 -6.0134
H 2.3507 -5.7117 -5.7323
H 2.5097 -3.2212 -5.7896
H 4.7130 -2.1266 -6.3474
H 6.7175 -3.5098 -6.4731
H 6.6611 -5.7782 -6.5734
C 3.3164 -2.0019 8.2345
C 1.8965 -2.0384 8.2880
C 1.2056 -2.5148 7.1625
C 1.8441 -2.9451 6.0248
C 3.2303 -2.9677 6.0304
C 3.9917 -2.5083 7.1018
H 3.8089 -1.6268 9.1194
H 1.2308 -1.7219 9.0773
H 0.1283 -2.5280 7.0871
H 1.2662 -3.2311 5.1583
H 3.6683 -3.4813 5.1874
H 5.0652 -2.5559 6.9927
*
```

These are the Mulliken partial charges, in e, on atoms 1 to 99: -1.088 -0.194 -0.288 0.317 -0.501 0.876 -0.236 -0.227 -0.237 0.326 0.295 0.367 0.276 0.312 -1.206 -0.169 -0.177 0.289 -0.540 0.893 -0.239 -0.246 -0.216 0.333 0.305 0.373 0.315 0.284 -1.049 -0.335 -0.274 0.334 -0.524 0.890 -0.233 -0.233 -0.261 0.297 0.320 0.361 0.375 0.331 -1.096 -0.307 -0.165 0.359 -0.564 0.857 -0.250 -0.248 -0.231 0.312 0.301 0.377 0.331 0.320 -0.334 -0.497 -0.514 0.040 -0.435 0.380 0.403 0.398 0.186 0.374 -0.309 -0.474 -0.440 -0.012 -0.457 0.377 0.371 0.364 0.199 0.381 -0.276 -0.542 -0.296 -0.023 -0.680 0.400 0.361 0.393 0.238 0.429 -0.555 -0.368 -0.520 -0.259 -0.362 -0.319 0.393 0.452 0.377 0.363 0.382 0.416 -0.316

(3)
The following is a DFT calculation (ωB97M-V with the def2-TZVPD basis set) of C52H60FLaN4O2P4S as an isolated structure.

The gap between HOMO and LUMO is 7.8 eV. Its strongest force on any atom is 0.9 eV Å⁻¹.

Structure (ORCA input):
```
! RIJCOSX wB97M-V def2-TZVPD def2/J DEFGRID3
* xyz 2 1
La 0.0877 -0.0656 -0.2950
C -5.6649 -2.8545 -4.9023
C -5.2121 -1.5493 -5.0136
C -4.1529 -1.1007 -4.2291
C -3.5463 -1.9516 -3.3103
C -4.0117 -3.2667 -3.2045
C -5.0551 -3.7200 -3.9996
P -2.1965 -1.4240 -2.2072
C -1.8350 0.2939 -2.7384
C -0.8798 0.5906 -3.7190
C -0.6784 1.9050 -4.1322
C -1.4321 2.9339 -3.5798
C -2.3718 2.6567 -2.5948
C -2.5593 1.3483 -2.1647
C -0.6875 -2.3009 -2.7233
C -0.6372 -3.2980 -3.6923
C 0.5885 -3.8942 -3.9995
C 1.7454 -3.4685 -3.3601
C 1.6636 -2.4534 -2.4051
C 0.4606 -1.8489 -2.0355
H -6.4811 -3.2014 -5.5235
H -5.6754 -0.8742 -5.7221
H -3.8051 -0.0814 -4.3472
H -3.5320 -3.9646 -2.5233
H -5.3887 -4.7477 -3.9216
H -0.3032 -0.2082 -4.1679
H 0.0517 2.1197 -4.9036
H -1.2818 3.9550 -3.9102
H -2.9537 3.4620 -2.1619
H -3.2733 1.1353 -1.3766
H -1.5331 -3.6100 -4.2226
H 0.6390 -4.6720 -4.7518
H 2.7024 -3.9138 -3.6093
H 2.6003 -2.1260 -1.9456
C 3.0557 5.9177 5.3165
S 4.0421 5.7672 3.8173
C 2.8599 6.3400 2.5638
C 2.4182 5.2487 1.5990
C 1.6890 4.1298 2.3415
N 1.2685 2.9521 1.5132
P 2.3269 1.6705 1.1588
C 3.8565 2.3997 0.5598
C 4.9124 2.7519 1.3961
C 6.0083 3.4311 0.8810
C 6.0550 3.7550 -0.4696
C 5.0134 3.3886 -1.3153
C 3.9220 2.7059 -0.8002
C 2.8193 0.8962 2.7355
C 2.2540 1.2065 3.9699
C 2.6146 0.5068 5.1209
C 3.5493 -0.5153 5.0484
C 4.1308 -0.8290 3.8228
C 3.7693 -0.1297 2.6770
P -0.1649 2.9435 0.5709
C -0.2215 4.5569 -0.2336
C 0.4550 4.6781 -1.4481
C 0.5694 5.9126 -2.0728
C -0.0157 7.0319 -1.4937
C -0.7166 6.9157 -0.2979
C -0.8205 5.6821 0.3310
C -1.5309 3.0073 1.7718
C -2.8402 3.1741 1.3105
C -3.9065 3.1521 2.1942
C -3.6827 2.9549 3.5553
C -2.3900 2.7877 4.0239
C -1.3190 2.8175 3.1305
H 3.7080 5.6736 6.1546
H 2.2072 5.2317 5.3266
H 2.7036 6.9400 5.4515
H 3.3418 7.1404 2.0038
H 2.0026 6.7851 3.0759
H 3.2944 4.8719 1.0759
H 1.7668 5.6901 0.8454
H 0.7968 4.5446 2.8205
H 2.3317 3.7716 3.1478
H 4.8720 2.5316 2.4565
H 6.8199 3.7171 1.5378
H 6.9108 4.2869 -0.8663
H 5.0576 3.6285 -2.3701
H 3.1103 2.4244 -1.4647
H 1.5412 2.0167 4.0492
H 2.1761 0.7779 6.0738
H 3.8398 -1.0511 5.9433
H 4.8797 -1.6096 3.7625
H 4.2518 -0.3733 1.7344
H 0.9132 3.8062 -1.9049
H 1.1076 6.0025 -3.0088
H 0.0668 7.9966 -1.9794
H -1.1780 7.7890 0.1460
H -1.3615 5.6038 1.2675
H -3.0317 3.3289 0.2535
H -4.9164 3.2959 1.8297
H -4.5148 2.9520 4.2482
H -2.2070 2.6581 5.0840
H -0.3089 2.7107 3.5048
O -0.1596 -0.2366 2.4346
H 0.3316 0.1035 3.1966
H -0.9702 0.2974 2.3455
O 1.7252 -1.9392 0.9081
H 2.0769 -1.8585 1.8043
H 2.3345 -2.4950 0.4052
F -1.8942 0.2733 0.5731
C -3.5448 -3.7842 3.1234
N -4.0388 -3.3605 1.7306
C -3.9784 -4.5879 0.7922
N -2.6732 -5.1512 0.7776
C -2.2554 -5.5043 2.1359
N -2.2433 -4.3503 3.0432
C -1.2122 -3.3586 2.6742
P -1.4477 -2.6578 0.9722
C -3.2207 -2.2077 1.1898
C -1.6820 -4.2766 0.1163
H -4.2700 -4.5109 3.4840
H -3.5693 -2.8887 3.7409
H -5.0129 -3.0688 1.8073
H -4.2869 -4.2305 -0.1870
H -4.7104 -5.2898 1.1862
H -1.2583 -5.9370 2.0944
H -2.9432 -6.2514 2.5320
H -0.2363 -3.8453 2.7223
H -1.1999 -2.5473 3.4012
H -3.6392 -1.9008 0.2343
H -3.3044 -1.3730 1.8849
H -0.7196 -4.7903 0.0894
H -1.9603 -4.1016 -0.9218
*
```

These are the Mulliken partial charges, in e, on atoms 1 to 99: 2.334 -0.647 -0.795 -0.884 0.638 -0.309 -1.059 1.402 -0.466 -0.278 -1.047 -0.426 -0.486 -0.186 0.298 -0.607 -0.704 -0.984 -0.102 -0.053 0.403 0.447 0.373 0.744 0.473 0.544 0.478 0.464 0.496 0.158 0.443 0.437 0.416 0.468 -0.830 -0.078 -1.250 0.974 -1.059 0.813 -0.377 0.509 -0.331 -0.768 -0.534 -0.731 -0.280 1.616 -0.297 -0.715 -0.780 -0.536 -1.440 0.257 0.997 -0.365 -1.074 -0.642 -0.801 -0.838 1.034 -0.560 -0.736 -0.836 -0.742 -0.452 0.374 0.184 0.314 0.528 0.519 -0.119 -0.452 0.563 0.268 0.481 0.452 0.417 0.457 0.193 -0.004 0.498 0.445 0.474 0.533 0.518 0.502 0.444 0.461 0.435 0.376 0.484 0.429 0.492 0.183 -0.368 0.191 0.012 -0.313

Q: Which value of strongest force on any atom does entry 1 give?
A: 3.9 eV Å⁻¹